Entry from OMol25: a single CN4O3 molecule at a distorted geometry (ωB97M-V/def2-TZVPD).

Geometry as XYZ:
```
8
CN4O3 (ωB97M-V/def2-TZVPD)
C -0.01183 0.02646 -0.01013
N 1.24132 -0.44318 -0.41153
N -0.81765 -0.02124 -1.01539
N 1.15069 -0.74050 -1.62161
N -0.37572 0.46494 1.36527
O -1.31925 1.18674 1.41533
O 0.24985 0.02120 2.27150
O -0.11740 -0.49442 -1.99343
```

Structure (SMILES): O=[N+]([O-])c1nnon1
Energy relative to the best compared isomer or geometry (same formula, charge and spin): 55.2 kJ/mol
Energy: -13133.2843 eV
HOMO level: -12.351 eV

Here are the natural (NBO) charges for atoms 1 to 2, given in e: 0.2732 -0.1944